# 1
DFT (ωB97M-V with the def2-TZVPD basis set) results for C47H40N6O16S2SbSeTl as an isolated structure at a distorted geometry.

Output
* orbital gap: 4.6 eV
* LUMO level: 2.472 eV
* highest occupied orbital energy: -2.14 eV
* F_max: 1.512 eV Å⁻¹
* E_tot: -6957.8346 hartree
* net charge: -2

Atoms and positions in Å:
Tl: -0.98 0.65 1.49
C: 0.61 -3.64 -0.55
C: 1.49 -3.43 0.64
C: 2.67 -4.16 0.81
C: 3.39 -4.02 1.98
C: 2.93 -3.15 2.96
C: 1.78 -2.41 2.70
N: 1.09 -2.56 1.57
Sb: 0.97 -1.14 4.43
C: 2.16 0.47 3.56
C: 2.44 1.68 4.18
C: 3.39 2.52 3.62
C: 4.03 2.13 2.46
C: 3.68 0.91 1.88
C: 4.33 0.40 0.62
N: 2.79 0.10 2.44
C: -0.45 0.46 5.28
C: -0.44 0.80 6.63
C: -1.37 1.72 7.09
C: -2.28 2.27 6.20
C: -2.25 1.88 4.86
C: -3.21 2.38 3.85
N: -1.32 1.01 4.45
H: 0.10 -4.61 -0.46
H: -0.16 -2.87 -0.61
H: 1.18 -3.65 -1.48
H: 2.99 -4.85 0.04
H: 4.28 -4.61 2.15
H: 3.44 -3.04 3.91
H: 1.92 1.95 5.10
H: 3.64 3.46 4.09
H: 4.79 2.76 2.00
H: 5.20 -0.21 0.87
H: 3.61 -0.23 0.10
H: 4.65 1.22 -0.02
H: 0.28 0.35 7.31
H: -1.38 2.01 8.14
H: -3.03 2.98 6.54
H: -4.01 2.98 4.30
H: -2.70 2.98 3.09
H: -3.64 1.55 3.28
O: -1.06 1.77 -1.01
S: -2.08 2.76 -0.68
O: -1.85 4.03 -1.34
O: -2.32 2.89 0.75
C: -3.61 2.14 -1.42
C: -4.24 3.04 -2.28
C: -5.38 2.67 -2.97
C: -5.89 1.39 -2.84
C: -5.28 0.50 -1.97
C: -4.14 0.86 -1.26
S: -3.55 -0.38 -0.08
O: -3.64 0.25 1.23
O: -4.48 -1.49 -0.22
O: -2.19 -0.78 -0.44
H: -3.81 4.02 -2.37
H: -5.86 3.38 -3.64
H: -6.77 1.08 -3.40
H: -5.67 -0.50 -1.82
O: -0.33 -3.54 4.45
C: -0.97 -3.00 3.54
O: -0.94 -1.72 3.34
C: -1.81 -3.95 2.71
C: -2.12 -5.16 3.34
C: -2.86 -6.14 2.71
C: -3.28 -5.94 1.41
C: -2.92 -4.77 0.76
C: -2.20 -3.76 1.39
N: -3.26 -4.69 -0.66
O: -4.30 -5.24 -1.02
O: -2.45 -4.21 -1.42
H: -1.75 -5.30 4.35
H: -3.10 -7.06 3.22
H: -3.85 -6.68 0.87
H: -1.95 -2.86 0.85
O: 1.52 1.21 -1.96
C: 1.61 2.06 -0.97
O: 1.56 1.74 0.20
C: 1.89 3.46 -1.39
C: 2.03 4.42 -0.39
C: 2.33 5.72 -0.76
C: 2.49 6.08 -2.08
C: 2.35 5.11 -3.06
C: 2.04 3.80 -2.72
N: 2.58 5.47 -4.44
O: 2.54 4.58 -5.27
O: 2.83 6.63 -4.71
N: 2.54 6.73 0.26
O: 2.73 7.88 -0.09
O: 2.55 6.38 1.43
H: 1.90 4.14 0.64
H: 2.75 7.10 -2.35
H: 1.93 3.06 -3.50
C: 1.30 -2.55 -7.24
C: 1.19 -2.03 -5.83
C: 0.01 -1.46 -5.37
C: -0.11 -0.99 -4.06
C: -1.41 -0.40 -3.61
C: 0.99 -1.10 -3.20
Se: 0.86 -0.45 -1.37
C: 2.20 -1.64 -3.66
C: 3.43 -1.69 -2.79
C: 2.28 -2.10 -4.97
H: 0.34 -2.49 -7.75
H: 1.64 -3.59 -7.24
H: 2.03 -1.96 -7.80
H: -0.84 -1.39 -6.03
H: -2.12 -0.33 -4.44
H: -1.26 0.59 -3.18
H: -1.85 -1.01 -2.82
H: 3.16 -1.98 -1.77
H: 3.89 -0.71 -2.74
H: 4.15 -2.40 -3.20
H: 3.21 -2.52 -5.33



# 2
DFT (ωB97M-V with the def2-TZVPD basis set) results for C47H40N6OP2S2Sc as an isolated structure at a distorted geometry.

Output
* orbital gap: 6.5 eV
* LUMO level: -8.680 eV
* highest occupied orbital energy: -15.18 eV
* F_max: 1.664 eV Å⁻¹
* E_tot: -4457.9121 hartree
* net charge: +3
* energy relative to the best compared isomer or geometry (same formula, charge and spin): 0.0 kcal/mol

Atoms and positions in Å:
Sc: 0.13 -0.27 -1.12
N: -2.20 -3.38 -2.31
C: -1.00 -3.14 -2.84
N: -0.28 -2.02 -2.72
C: 0.92 -2.17 -3.44
C: 1.11 -3.37 -4.01
S: -0.24 -4.40 -3.75
C: 1.82 -1.05 -3.62
C: 2.86 -1.09 -4.46
S: 3.59 0.45 -4.60
C: 2.42 1.09 -3.51
N: 1.57 0.20 -3.00
N: 2.48 2.40 -3.25
H: -2.73 -2.67 -1.85
H: -2.67 -4.24 -2.54
H: 1.95 -3.71 -4.60
H: 3.22 -1.92 -5.05
H: 3.13 2.96 -3.77
H: 1.71 2.87 -2.82
O: -2.33 1.39 1.08
C: -2.26 2.76 1.08
C: -3.38 3.55 1.28
C: -3.22 4.92 1.37
C: -1.96 5.49 1.29
C: -0.86 4.70 1.02
C: -1.00 3.32 0.88
P: 0.29 2.33 0.02
C: 0.02 3.20 -1.56
C: -0.93 2.64 -2.41
C: -1.41 3.33 -3.51
C: -0.93 4.60 -3.77
C: 0.03 5.17 -2.95
C: 0.51 4.48 -1.84
C: 1.87 2.83 0.74
C: 1.94 3.44 2.00
C: 3.18 3.76 2.53
C: 4.34 3.47 1.84
C: 4.28 2.83 0.61
C: 3.04 2.51 0.06
C: -2.43 0.82 2.35
C: -2.90 1.48 3.47
C: -3.00 0.79 4.67
C: -2.63 -0.54 4.76
C: -2.14 -1.18 3.65
C: -2.02 -0.50 2.44
P: -1.43 -1.38 0.95
C: -3.01 -2.17 0.53
C: -3.84 -1.41 -0.31
C: -5.14 -1.82 -0.56
C: -5.63 -2.99 0.00
C: -4.82 -3.73 0.85
C: -3.52 -3.31 1.14
C: -0.24 -2.54 1.73
C: -0.34 -3.92 1.76
C: 0.59 -4.68 2.46
C: 1.64 -4.05 3.13
C: 1.76 -2.66 3.07
C: 0.83 -1.91 2.38
H: -4.35 3.08 1.37
H: -4.09 5.55 1.53
H: -1.83 6.56 1.41
H: 0.11 5.16 0.90
H: -1.34 1.65 -2.20
H: -2.16 2.88 -4.16
H: -1.32 5.16 -4.62
H: 0.41 6.17 -3.15
H: 1.27 4.92 -1.21
H: 1.04 3.65 2.56
H: 3.23 4.24 3.50
H: 5.30 3.73 2.26
H: 5.19 2.59 0.07
H: 2.99 2.02 -0.90
H: -3.21 2.51 3.43
H: -3.38 1.31 5.55
H: -2.71 -1.07 5.71
H: -1.82 -2.22 3.72
H: -3.48 -0.48 -0.72
H: -5.78 -1.21 -1.20
H: -6.64 -3.31 -0.20
H: -5.20 -4.63 1.32
H: -2.93 -3.87 1.86
H: -1.14 -4.43 1.23
H: 0.50 -5.75 2.50
H: 2.34 -4.63 3.70
H: 2.58 -2.17 3.59
H: 0.91 -0.83 2.37
N: 5.02 -4.23 -0.28
C: 3.99 -3.39 -0.36
C: 4.19 -1.99 -0.37
C: 3.11 -1.16 -0.46
N: 1.83 -1.59 -0.55
C: 1.64 -2.94 -0.53
C: 2.65 -3.84 -0.43
H: 5.96 -3.90 -0.21
H: 4.88 -5.23 -0.24
H: 5.18 -1.56 -0.30
H: 3.25 -0.09 -0.45
H: 0.63 -3.29 -0.60
H: 2.43 -4.90 -0.41



# 3
DFT (ωB97M-V with the def2-TZVPD basis set) results for C47H40N6OP2W as an isolated structure.

Output
* orbital gap: 6.0 eV
* LUMO level: -7.064 eV
* highest occupied orbital energy: -13.11 eV
* F_max: 0.934 eV Å⁻¹
* E_tot: -2967.9863 hartree
* net charge: +2
* energy relative to the best compared isomer or geometry (same formula, charge and spin): 0.0 kcal/mol

Atoms and positions in Å:
W: -0.45 0.39 0.21
C: 2.76 -0.75 -0.18
P: 1.93 -2.19 0.69
C: 1.71 -3.36 -0.68
C: 0.86 -3.16 -1.77
C: 0.80 -4.08 -2.80
C: 1.61 -5.21 -2.76
C: 2.46 -5.42 -1.69
C: 2.50 -4.50 -0.65
C: 0.25 -1.46 1.00
C: -0.40 -1.99 2.06
C: -1.70 -1.50 2.65
C: -1.66 -0.07 3.31
C: -0.56 1.06 3.22
C: 0.54 0.95 2.18
C: 2.10 -0.25 -1.41
C: 2.50 -0.31 -2.70
C: 1.43 0.19 -3.53
C: 0.41 0.55 -2.71
C: -0.98 1.02 -2.98
P: -2.00 -0.03 -1.88
C: -2.23 -1.61 -2.71
C: -2.13 -2.81 -2.01
C: -2.42 -4.01 -2.64
C: -2.79 -4.02 -3.97
C: -2.88 -2.83 -4.68
C: -2.60 -1.62 -4.05
C: -3.62 0.70 -1.64
C: -4.78 -0.07 -1.78
C: -6.02 0.49 -1.50
C: -6.11 1.82 -1.10
C: -4.96 2.59 -0.97
C: -3.72 2.03 -1.23
N: 0.80 0.31 -1.35
H: 3.75 -1.12 -0.44
H: 2.89 0.05 0.55
H: 0.23 -2.28 -1.82
H: 0.13 -3.92 -3.63
H: 1.57 -5.93 -3.57
H: 3.08 -6.30 -1.65
H: 3.15 -4.68 0.20
H: 0.01 -2.89 2.52
H: -2.11 -2.24 3.34
H: -2.11 -0.06 4.30
H: -0.14 1.39 4.17
H: 1.00 1.94 2.07
H: 3.45 -0.68 -3.05
H: 1.43 0.27 -4.60
H: -1.25 0.89 -4.03
H: -1.15 2.06 -2.70
H: -1.80 -2.82 -0.98
H: -2.33 -4.94 -2.09
H: -3.01 -4.95 -4.46
H: -3.17 -2.84 -5.72
H: -2.71 -0.70 -4.61
H: -4.72 -1.10 -2.10
H: -6.91 -0.10 -1.62
H: -7.08 2.25 -0.90
H: -5.04 3.63 -0.68
H: -2.83 2.65 -1.11
N: -5.38 5.72 7.14
C: -4.75 5.12 6.40
C: -3.95 4.35 5.48
C: -4.32 4.28 4.14
C: -3.56 3.54 3.26
C: -2.42 2.86 3.70
C: -2.06 2.93 5.04
C: -2.82 3.68 5.93
C: -1.66 2.05 2.65
C: -1.18 2.94 1.55
C: -0.94 4.28 1.54
C: -0.24 4.58 0.32
C: -0.06 3.41 -0.35
N: -0.68 2.37 0.37
C: -2.49 0.79 2.30
C: -3.95 0.46 2.41
C: -4.07 -0.78 1.95
C: -2.72 -1.22 1.47
N: -2.08 0.04 1.09
H: -5.20 4.81 3.80
H: -3.84 3.49 2.22
H: -1.19 2.43 5.42
H: -2.54 3.74 6.97
H: -1.22 4.98 2.30
H: 0.09 5.55 -0.01
H: 0.43 3.21 -1.28
H: -4.69 1.08 2.89
H: -4.94 -1.41 1.98
H: -2.70 -1.99 0.69
N: 1.09 -0.82 4.63
C: 1.99 -0.48 3.71
N: 3.27 -0.84 3.86
O: 1.74 0.20 2.65
H: 1.36 -1.35 5.43
H: 0.11 -0.61 4.49
H: 3.59 -1.39 4.63
H: 3.93 -0.57 3.15



# 4
DFT (ωB97M-V with the def2-TZVPD basis set) results for C47H41N5O4PSSeW as an isolated structure at a distorted geometry.

Output
* ⟨S²⟩: 2.01
* multiplicity: 3
* orbital gap (spin up / spin down): 7.6 / 6.9 eV
* LUMO level (spin up / spin down): -8.114 / -8.844 eV
* highest occupied orbital energy (spin up / spin down): -15.72 / -15.77 eV
* F_max: 3.944 eV Å⁻¹
* E_tot: -5597.5858 hartree
* net charge: +3
* energy relative to the best compared isomer or geometry (same formula, charge and spin): 0.0 kcal/mol

Atoms and positions in Å:
W: 0.09 0.85 0.72
Se: -6.23 0.63 5.30
N: -4.59 -0.20 5.38
C: -4.00 0.07 4.31
C: -2.61 -0.29 4.06
C: -1.80 -0.98 4.96
C: -0.48 -1.22 4.64
C: 0.03 -0.67 3.49
N: -0.70 -0.01 2.59
C: -2.00 0.23 2.93
C: -2.73 1.03 1.96
N: -2.01 1.45 0.88
C: -2.63 2.30 0.07
C: -3.95 2.67 0.19
C: -4.68 2.22 1.21
C: -4.07 1.37 2.16
C: -4.72 0.91 3.35
N: -5.92 1.30 3.69
H: -2.32 -1.41 5.80
H: 0.26 -1.80 5.17
H: 1.06 -0.77 3.19
H: -2.10 2.65 -0.74
H: -4.36 3.21 -0.67
H: -5.74 2.40 1.38
O: 2.09 0.25 0.46
C: 3.28 1.12 0.38
C: 4.20 0.86 1.55
C: 3.46 1.01 2.85
C: 2.41 2.11 2.96
C: 2.85 3.29 3.68
C: 1.98 4.31 3.99
C: 0.71 4.19 3.52
C: 0.32 3.05 2.90
N: 1.13 2.00 2.52
H: 2.34 -0.70 0.42
H: 2.81 2.08 0.44
H: 3.78 1.02 -0.60
H: 5.01 1.56 1.62
H: 4.75 -0.07 1.54
H: 4.17 1.17 3.75
H: 3.01 0.01 3.13
H: 3.89 3.23 3.94
H: 2.25 5.23 4.50
H: -0.07 4.90 3.71
H: -0.71 2.86 2.51
O: -0.31 4.64 -0.27
C: 0.11 3.66 -0.81
O: 0.54 2.60 -0.03
C: 0.29 3.43 -2.30
C: 0.58 4.51 -3.15
C: 0.84 4.34 -4.48
C: 0.69 3.06 -5.01
C: 0.40 1.96 -4.23
C: 0.17 2.12 -2.85
P: -0.35 0.74 -1.81
C: 0.33 -0.68 -2.72
C: 1.70 -0.89 -2.72
C: 2.25 -1.91 -3.49
C: 1.56 -2.57 -4.44
C: 0.18 -2.39 -4.51
C: -0.43 -1.47 -3.62
C: -2.16 0.57 -2.15
C: -2.84 1.52 -2.89
C: -4.21 1.34 -3.16
C: -4.81 0.19 -2.68
C: -4.11 -0.80 -2.02
C: -2.76 -0.60 -1.68
H: 0.71 5.47 -2.64
H: 1.06 5.15 -5.10
H: 0.68 2.83 -6.10
H: 0.27 1.01 -4.76
H: 2.31 -0.29 -2.08
H: 3.26 -2.19 -3.34
H: 2.10 -3.29 -5.04
H: -0.38 -3.00 -5.20
H: -1.45 -1.26 -3.71
H: -2.39 2.33 -3.44
H: -4.62 2.04 -3.86
H: -5.90 0.05 -2.94
H: -4.54 -1.71 -1.67
H: -2.20 -1.33 -1.05
C: 4.31 -6.29 -1.23
C: 3.32 -5.30 -0.61
C: 3.40 -4.83 0.72
C: 2.42 -3.94 1.13
C: 1.48 -3.43 0.27
C: 1.43 -3.83 -1.06
C: 2.37 -4.74 -1.48
S: 0.11 -2.69 1.07
C: -1.31 -3.72 0.49
O: -0.19 -1.29 0.47
H: 3.79 -7.22 -1.37
H: 5.25 -6.31 -0.63
H: 4.58 -5.98 -2.24
H: 4.14 -5.11 1.46
H: 2.49 -3.62 2.19
H: 0.72 -3.48 -1.78
H: 2.31 -4.99 -2.54
H: -1.30 -3.98 -0.61
H: -2.20 -3.15 0.80
H: -1.20 -4.63 1.13



What did the second record say?
DFT (ωB97M-V with the def2-TZVPD basis set) results for C47H40N6OP2S2Sc as an isolated structure at a distorted geometry.

Output
* orbital gap: 6.5 eV
* LUMO level: -8.680 eV
* highest occupied orbital energy: -15.18 eV
* F_max: 1.664 eV Å⁻¹
* E_tot: -4457.9121 hartree
* net charge: +3
* energy relative to the best compared isomer or geometry (same formula, charge and spin): 0.0 kcal/mol

Atoms and positions in Å:
Sc: 0.13 -0.27 -1.12
N: -2.20 -3.38 -2.31
C: -1.00 -3.14 -2.84
N: -0.28 -2.02 -2.72
C: 0.92 -2.17 -3.44
C: 1.11 -3.37 -4.01
S: -0.24 -4.40 -3.75
C: 1.82 -1.05 -3.62
C: 2.86 -1.09 -4.46
S: 3.59 0.45 -4.60
C: 2.42 1.09 -3.51
N: 1.57 0.20 -3.00
N: 2.48 2.40 -3.25
H: -2.73 -2.67 -1.85
H: -2.67 -4.24 -2.54
H: 1.95 -3.71 -4.60
H: 3.22 -1.92 -5.05
H: 3.13 2.96 -3.77
H: 1.71 2.87 -2.82
O: -2.33 1.39 1.08
C: -2.26 2.76 1.08
C: -3.38 3.55 1.28
C: -3.22 4.92 1.37
C: -1.96 5.49 1.29
C: -0.86 4.70 1.02
C: -1.00 3.32 0.88
P: 0.29 2.33 0.02
C: 0.02 3.20 -1.56
C: -0.93 2.64 -2.41
C: -1.41 3.33 -3.51
C: -0.93 4.60 -3.77
C: 0.03 5.17 -2.95
C: 0.51 4.48 -1.84
C: 1.87 2.83 0.74
C: 1.94 3.44 2.00
C: 3.18 3.76 2.53
C: 4.34 3.47 1.84
C: 4.28 2.83 0.61
C: 3.04 2.51 0.06
C: -2.43 0.82 2.35
C: -2.90 1.48 3.47
C: -3.00 0.79 4.67
C: -2.63 -0.54 4.76
C: -2.14 -1.18 3.65
C: -2.02 -0.50 2.44
P: -1.43 -1.38 0.95
C: -3.01 -2.17 0.53
C: -3.84 -1.41 -0.31
C: -5.14 -1.82 -0.56
C: -5.63 -2.99 0.00
C: -4.82 -3.73 0.85
C: -3.52 -3.31 1.14
C: -0.24 -2.54 1.73
C: -0.34 -3.92 1.76
C: 0.59 -4.68 2.46
C: 1.64 -4.05 3.13
C: 1.76 -2.66 3.07
C: 0.83 -1.91 2.38
H: -4.35 3.08 1.37
H: -4.09 5.55 1.53
H: -1.83 6.56 1.41
H: 0.11 5.16 0.90
H: -1.34 1.65 -2.20
H: -2.16 2.88 -4.16
H: -1.32 5.16 -4.62
H: 0.41 6.17 -3.15
H: 1.27 4.92 -1.21
H: 1.04 3.65 2.56
H: 3.23 4.24 3.50
H: 5.30 3.73 2.26
H: 5.19 2.59 0.07
H: 2.99 2.02 -0.90
H: -3.21 2.51 3.43
H: -3.38 1.31 5.55
H: -2.71 -1.07 5.71
H: -1.82 -2.22 3.72
H: -3.48 -0.48 -0.72
H: -5.78 -1.21 -1.20
H: -6.64 -3.31 -0.20
H: -5.20 -4.63 1.32
H: -2.93 -3.87 1.86
H: -1.14 -4.43 1.23
H: 0.50 -5.75 2.50
H: 2.34 -4.63 3.70
H: 2.58 -2.17 3.59
H: 0.91 -0.83 2.37
N: 5.02 -4.23 -0.28
C: 3.99 -3.39 -0.36
C: 4.19 -1.99 -0.37
C: 3.11 -1.16 -0.46
N: 1.83 -1.59 -0.55
C: 1.64 -2.94 -0.53
C: 2.65 -3.84 -0.43
H: 5.96 -3.90 -0.21
H: 4.88 -5.23 -0.24
H: 5.18 -1.56 -0.30
H: 3.25 -0.09 -0.45
H: 0.63 -3.29 -0.60
H: 2.43 -4.90 -0.41



- F_max of number 3 (C47H40N6OP2W)?
  0.934 eV Å⁻¹